Record 1
{
  "formula": "C4H8N2O2S2",
  "method": "the ωB97M-V functional and the def2-TZVPD basis",
  "e_above_lowest_kcal_mol": 107.0,
  "gap_ev": [7.383, 7.384],
  "homo_ev": [-8.92, -8.93],
  "charge": 0,
  "largest_force_ha_per_bohr": 0.0601,
  "mol_weight_g_mol": 180.25,
  "species": ["C", "C", "C", "C", "N", "N", "O", "O", "S", "S", "H", "H", "H", "H", "H", "H", "H", "H"],
  "positions_angstrom": [[0.8871, 1.6932, -0.5664], [0.1787, 2.4318, 0.3947], [1.0431, 0.3672, -0.6447], [0.8373, -0.7282, 0.3638], [-1.6477, 0.7074, -0.2143], [-2.6274, -1.6859, 0.1463], [-3.8736, 0.3001, 0.9738], [-3.6489, -0.0639, -1.3747], [-1.2174, 1.7306, 0.9211], [-3.0223, -0.0714, -0.0924], [1.3544, 2.2800, -1.3238], [0.3338, 3.3643, 0.9211], [1.4171, -0.1166, -1.5563], [1.4726, -1.5693, 0.1656], [-0.0975, -1.1482, 0.5805], [1.2371, -0.4451, 1.3874], [-2.3385, -2.0591, -0.7335], [-1.9385, -1.8752, 0.8415]],
  "forces_ev_per_angstrom": [[1.35, 0.17, -1.11], [-1.89, -1.43, 1.99], [-0.04, -1.52, -0.22], [2.04, 1.10, 2.05], [0.84, 0.39, 0.82], [-0.54, 0.68, -0.22], [0.14, 0.78, 1.83], [0.54, -0.03, -0.67], [-0.53, 0.96, -0.62], [-1.69, -1.84, -1.04], [0.23, 0.27, -0.78], [0.69, -0.01, -0.24], [0.27, 1.00, 0.09], [0.39, -0.43, -0.70], [-1.66, -0.05, -0.31], [-0.57, 0.26, -0.91], [0.16, -0.34, -0.59], [0.27, 0.05, 0.63]],
  "nbo_charge": [-0.303, -0.430, -0.045, -0.684, -1.126, -1.051, -0.955, -0.949, 0.972, 2.430, 0.231, 0.257, 0.214, 0.227, 0.226, 0.225, 0.390, 0.372]
}



Record 2
{
  "formula": "C6H15N2S",
  "method": "the ωB97M-V functional and the def2-TZVPD basis",
  "e_above_lowest_kcal_mol": 22.0,
  "gap_ev": 9.684,
  "homo_ev": -13.28,
  "charge": 1,
  "largest_force_ha_per_bohr": 0.0901,
  "smiles": "CC(C)C[NH2+]CC(N)=S",
  "mol_weight_g_mol": 147.27,
  "species": ["C", "C", "C", "C", "N", "C", "C", "N", "S", "H", "H", "H", "H", "H", "H", "H", "H", "H", "H", "H", "H", "H", "H", "H"],
  "positions_angstrom": [[2.3876, 0.3290, 1.0188], [1.3524, -0.1011, -0.0391], [2.0519, -0.8653, -1.1951], [0.2228, -0.8039, 0.6804], [-1.1052, -0.6758, -0.0490], [-1.8330, 0.4824, 0.4319], [-3.3446, 0.3519, 0.0892], [-4.0610, 1.4752, -0.0759], [-3.9107, -1.1681, -0.1946], [2.8889, 1.2224, 0.5915], [1.8797, 0.6049, 1.9568], [3.0382, -0.4920, 1.2287], [0.9731, 0.8370, -0.4941], [1.7279, -1.9452, -0.8613], [3.0995, -0.6602, -1.3062], [1.3931, -0.6363, -2.0644], [0.4119, -1.8130, 0.9228], [0.1652, -0.1862, 1.6443], [-1.0099, -0.5104, -1.1041], [-1.8826, -1.4125, 0.1569], [-1.3307, 1.3382, -0.0581], [-1.6675, 0.6410, 1.4893], [-3.6269, 2.4183, -0.0999], [-4.8811, 1.3306, -0.6290]],
  "forces_ev_per_angstrom": [[-0.96, 1.03, -0.48], [1.19, 1.24, -0.34], [-3.99, -1.99, 1.25], [-0.22, 2.31, 0.65], [-0.36, -0.52, -0.28], [-0.54, 2.38, -0.46], [0.89, 0.15, -0.59], [1.37, 0.35, 0.03], [-0.20, 0.14, 0.25], [0.21, -0.75, 0.62], [0.40, 0.16, -0.25], [0.77, -0.32, 0.13], [-0.19, -0.24, 0.47], [1.69, 1.40, -1.28], [0.24, -0.11, -0.18], [1.21, -0.39, -0.05], [0.17, -1.23, 0.10], [-0.63, -1.33, -1.23], [0.03, -1.03, 1.79], [1.07, -0.07, -0.86], [-0.76, 0.04, 0.22], [-0.21, -0.33, 0.31], [-0.46, -1.17, 0.12], [-0.73, 0.29, 0.07]],
  "nbo_charge": [-0.597, -0.234, -0.601, -0.221, -0.560, -0.302, 0.097, -0.735, -0.043, 0.236, 0.201, 0.222, 0.190, 0.203, 0.248, 0.205, 0.236, 0.226, 0.447, 0.454, 0.229, 0.254, 0.417, 0.428]
}



Record 3
{
  "formula": "C15H27BrO7",
  "method": "the ωB97M-V functional and the def2-TZVPD basis",
  "gap_ev": 8.156,
  "homo_ev": -9.57,
  "charge": 0,
  "largest_force_ha_per_bohr": 0.0157,
  "smiles": "C#CC1=CC(=O)C(CC)=C(Br)C1=O.CO.CO.CO.CO.CO",
  "mol_weight_g_mol": 399.28,
  "species": ["C", "C", "C", "C", "C", "O", "C", "C", "C", "C", "Br", "C", "O", "H", "H", "H", "H", "H", "H", "H", "C", "O", "H", "H", "H", "H", "C", "O", "H", "H", "H", "H", "C", "O", "H", "H", "H", "H", "C", "O", "H", "H", "H", "H", "C", "O", "H", "H", "H", "H"],
  "positions_angstrom": [[3.5638, -3.0103, 0.9952], [2.7564, -2.2954, 0.4794], [1.5750, -1.7299, -0.0525], [1.1603, -1.9358, -1.3111], [-0.0814, -1.2478, -1.7191], [-0.2334, -0.7470, -2.8073], [-1.1327, -1.1595, -0.6650], [-2.5598, -1.2858, -1.0803], [-3.0898, -2.7045, -0.7246], [-0.7041, -0.9530, 0.5877], [-1.9222, -0.7861, 2.0156], [0.7546, -0.8395, 0.8343], [1.2633, -0.0795, 1.6176], [4.2896, -3.5487, 1.5614], [1.7044, -2.5416, -2.0133], [-3.1590, -0.5316, -0.5876], [-2.5977, -1.1780, -2.1564], [-2.3246, -3.2946, -0.2370], [-3.4278, -3.2240, -1.6114], [-3.9333, -2.6430, -0.0469], [7.3824, -4.8903, 1.5771], [6.0694, -4.6047, 2.0584], [7.3982, -4.6590, 0.5160], [8.1272, -4.2747, 2.0856], [7.6265, -5.9457, 1.7141], [6.0490, -4.8080, 2.9975], [-2.7489, 2.2836, -0.4950], [-3.9159, 2.0996, 0.2938], [-2.9217, 1.7972, -1.4532], [-2.5547, 3.3460, -0.6605], [-1.8806, 1.8247, -0.0106], [-3.7551, 2.5334, 1.1396], [1.1312, 3.4022, 1.8762], [0.8128, 2.9396, 3.1818], [1.2164, 4.4857, 1.9185], [2.0825, 2.9811, 1.5403], [0.3455, 3.1334, 1.1639], [0.7407, 1.9805, 3.1345], [-1.6562, 0.8263, -5.8274], [-0.3306, 0.3228, -5.9173], [-2.0156, 0.9893, -6.8405], [-2.3164, 0.1108, -5.3288], [-1.6832, 1.7765, -5.2864], [-0.0179, 0.1782, -5.0193], [-2.3452, 4.4894, 3.4481], [-2.6686, 4.2554, 2.0742], [-2.2770, 3.5233, 3.9381], [-1.3837, 4.9979, 3.5328], [-3.1198, 5.0895, 3.9322], [-2.7355, 5.1088, 1.6391]],
  "forces_ev_per_angstrom": [[0.45, 0.10, 0.53], [-0.40, -0.27, 0.03], [0.13, 0.00, -0.80], [0.02, 0.20, 0.56], [0.18, -0.05, 0.06], [-0.14, -0.14, -0.41], [-0.18, 0.32, 0.57], [0.12, -0.72, 0.01], [-0.12, 0.39, 0.06], [-0.54, -0.10, -0.45], [0.34, 0.18, -0.01], [0.03, 0.23, 0.17], [-0.13, -0.12, 0.26], [0.24, -0.15, -0.25], [0.19, 0.08, -0.24], [-0.15, 0.25, -0.03], [-0.12, 0.38, -0.16], [0.14, -0.23, 0.07], [0.02, -0.15, -0.19], [-0.10, 0.03, 0.14], [-0.12, 0.02, 0.14], [0.08, -0.04, 0.04], [-0.04, 0.02, -0.02], [0.04, -0.01, -0.04], [0.05, 0.00, -0.04], [-0.02, -0.01, 0.02], [-0.21, -0.01, 0.28], [0.04, -0.13, -0.10], [0.01, 0.02, -0.03], [0.12, -0.03, -0.07], [0.10, 0.07, -0.10], [0.04, 0.15, 0.00], [-0.03, -0.28, 0.10], [-0.06, 0.05, -0.02], [-0.01, 0.02, 0.03], [0.00, 0.08, -0.10], [0.03, 0.07, -0.06], [0.03, -0.04, -0.01], [0.20, -0.10, 0.11], [-0.10, 0.09, -0.03], [0.01, 0.00, -0.03], [-0.06, 0.05, -0.01], [-0.08, 0.01, -0.02], [0.03, -0.12, 0.07], [-0.02, 0.17, -0.22], [-0.04, -0.14, 0.14], [0.03, -0.03, -0.02], [0.03, -0.07, 0.10], [0.00, -0.04, 0.05], [-0.03, -0.01, -0.07]],
  "nbo_charge": [-0.174, 0.014, -0.147, -0.225, 0.525, -0.518, -0.044, -0.460, -0.602, -0.159, 0.115, 0.509, -0.488, 0.261, 0.245, 0.251, 0.236, 0.208, 0.216, 0.223, -0.246, -0.739, 0.189, 0.168, 0.168, 0.470, -0.243, -0.742, 0.175, 0.165, 0.157, 0.486, -0.245, -0.735, 0.175, 0.167, 0.163, 0.477, -0.243, -0.729, 0.178, 0.159, 0.159, 0.477, -0.245, -0.746, 0.190, 0.175, 0.161, 0.469]
}



Record 4
{
  "formula": "C12H14ClIN2Sn",
  "method": "the ωB97M-V functional and the def2-TZVPD basis",
  "e_above_lowest_kcal_mol": 66.7,
  "gap_ev": 6.199,
  "homo_ev": -7.02,
  "charge": 0,
  "largest_force_ha_per_bohr": 0.0533,
  "mol_weight_g_mol": 467.33,
  "species": ["C", "C", "H", "H", "H", "H", "H", "H", "C", "C", "C", "C", "H", "H", "H", "H", "N", "C", "C", "N", "C", "C", "C", "H", "H", "C", "H", "H", "Sn", "I", "Cl"],
  "positions_angstrom": [[-0.3624, -0.5868, -3.4756], [0.0913, 2.6302, -1.6873], [0.6919, -0.8411, -3.6787], [-0.6125, 0.2961, -4.0875], [-0.9938, -1.4156, -3.7922], [1.1411, 2.7677, -1.4755], [-0.1140, 2.6781, -2.7541], [-0.4797, 3.4315, -1.1739], [0.8391, -2.5701, -0.7883], [1.3180, -3.6917, -0.1073], [1.9787, -3.5091, 1.1044], [2.0983, -2.2068, 1.5804], [0.3360, -2.7004, -1.7606], [1.1694, -4.6891, -0.5310], [2.3867, -4.3464, 1.6731], [2.5961, -1.9894, 2.5166], [0.8944, -1.3136, -0.3104], [1.5516, -1.1207, 0.8685], [1.6675, 0.2789, 1.3731], [1.0172, 1.2168, 0.6557], [1.0209, 2.4790, 1.0682], [2.4649, 1.9914, 2.8967], [1.7880, 2.9291, 2.1314], [0.4227, 3.1919, 0.5091], [1.7943, 3.9968, 2.3009], [2.3836, 0.6507, 2.5352], [2.8253, -0.1378, 3.1314], [3.0197, 2.3043, 3.7763], [-0.3990, 0.5206, -1.5567], [-2.4983, -1.5693, -1.5490], [-2.0237, 1.1960, 0.0857]],
  "forces_ev_per_angstrom": [[2.07, 1.60, -0.83], [-0.07, -0.03, -1.19], [-0.20, 0.22, -0.21], [0.17, -0.34, -0.31], [-0.07, 0.31, 0.96], [0.33, 0.06, -0.42], [0.34, 0.83, -0.34], [-0.08, -1.17, -0.26], [-0.49, 0.07, -0.27], [0.16, 0.08, -0.03], [-0.26, 0.39, -0.17], [-0.24, 0.63, -0.26], [0.18, 0.20, 0.65], [0.09, 0.47, 0.09], [-0.16, 0.25, -0.21], [0.00, -0.24, -0.09], [0.81, -0.14, 0.48], [-0.18, -0.74, -0.43], [-0.11, 1.30, 0.26], [0.29, -0.95, 0.38], [0.38, 0.06, -0.03], [-0.04, -0.10, -0.04], [-0.31, -0.20, -0.18], [0.12, -0.33, 0.19], [0.13, -0.07, 0.38], [-0.51, -0.53, -0.61], [0.17, 0.32, 0.07], [0.00, -0.15, -0.14], [-1.32, -1.23, 1.45], [-1.07, -1.03, 0.53], [-0.16, 0.50, 0.58]],
  "nbo_charge": [-1.041, -1.081, 0.209, 0.215, 0.268, 0.221, 0.216, 0.250, 0.093, -0.246, -0.139, -0.224, 0.240, 0.238, 0.231, 0.219, -0.463, 0.181, 0.176, -0.443, 0.073, -0.156, -0.241, 0.221, 0.230, -0.219, 0.217, 0.228, 1.675, -0.603, -0.543]
}



What did the second record say?
{
  "formula": "C6H15N2S",
  "method": "the ωB97M-V functional and the def2-TZVPD basis",
  "e_above_lowest_kcal_mol": 22.0,
  "gap_ev": 9.684,
  "homo_ev": -13.28,
  "charge": 1,
  "largest_force_ha_per_bohr": 0.0901,
  "smiles": "CC(C)C[NH2+]CC(N)=S",
  "mol_weight_g_mol": 147.27,
  "species": ["C", "C", "C", "C", "N", "C", "C", "N", "S", "H", "H", "H", "H", "H", "H", "H", "H", "H", "H", "H", "H", "H", "H", "H"],
  "positions_angstrom": [[2.3876, 0.3290, 1.0188], [1.3524, -0.1011, -0.0391], [2.0519, -0.8653, -1.1951], [0.2228, -0.8039, 0.6804], [-1.1052, -0.6758, -0.0490], [-1.8330, 0.4824, 0.4319], [-3.3446, 0.3519, 0.0892], [-4.0610, 1.4752, -0.0759], [-3.9107, -1.1681, -0.1946], [2.8889, 1.2224, 0.5915], [1.8797, 0.6049, 1.9568], [3.0382, -0.4920, 1.2287], [0.9731, 0.8370, -0.4941], [1.7279, -1.9452, -0.8613], [3.0995, -0.6602, -1.3062], [1.3931, -0.6363, -2.0644], [0.4119, -1.8130, 0.9228], [0.1652, -0.1862, 1.6443], [-1.0099, -0.5104, -1.1041], [-1.8826, -1.4125, 0.1569], [-1.3307, 1.3382, -0.0581], [-1.6675, 0.6410, 1.4893], [-3.6269, 2.4183, -0.0999], [-4.8811, 1.3306, -0.6290]],
  "forces_ev_per_angstrom": [[-0.96, 1.03, -0.48], [1.19, 1.24, -0.34], [-3.99, -1.99, 1.25], [-0.22, 2.31, 0.65], [-0.36, -0.52, -0.28], [-0.54, 2.38, -0.46], [0.89, 0.15, -0.59], [1.37, 0.35, 0.03], [-0.20, 0.14, 0.25], [0.21, -0.75, 0.62], [0.40, 0.16, -0.25], [0.77, -0.32, 0.13], [-0.19, -0.24, 0.47], [1.69, 1.40, -1.28], [0.24, -0.11, -0.18], [1.21, -0.39, -0.05], [0.17, -1.23, 0.10], [-0.63, -1.33, -1.23], [0.03, -1.03, 1.79], [1.07, -0.07, -0.86], [-0.76, 0.04, 0.22], [-0.21, -0.33, 0.31], [-0.46, -1.17, 0.12], [-0.73, 0.29, 0.07]],
  "nbo_charge": [-0.597, -0.234, -0.601, -0.221, -0.560, -0.302, 0.097, -0.735, -0.043, 0.236, 0.201, 0.222, 0.190, 0.203, 0.248, 0.205, 0.236, 0.226, 0.447, 0.454, 0.229, 0.254, 0.417, 0.428]
}